{"formula": "C22H23N4O4S2V", "method": "ωB97M-V/def2-TZVPD", "symbols": ["V", "C", "N", "C", "C", "N", "C", "C", "C", "C", "C", "C", "C", "S", "C", "C", "C", "C", "C", "C", "S", "H", "H", "H", "H", "H", "H", "H", "H", "H", "H", "H", "H", "H", "H", "H", "H", "H", "H", "C", "C", "N", "C", "C", "N", "C", "O", "O", "C", "O", "O", "H", "H", "H", "H", "H"], "coordinates": [[-0.18, -0.60, -0.48], [2.96, -2.27, -0.18], [2.31, -1.04, -0.60], [2.96, 0.13, -0.03], [2.14, 1.39, -0.24], [0.78, 1.28, 0.37], [0.01, 2.46, -0.08], [0.92, 1.24, 1.83], [1.24, 2.41, 2.51], [1.42, 2.43, 3.88], [1.30, 1.23, 4.58], [1.00, 0.06, 3.91], [0.79, 0.02, 2.52], [0.35, -1.49, 1.74], [2.10, -0.94, -2.04], [3.11, -1.17, -2.97], [2.78, -1.04, -4.31], [1.48, -0.68, -4.67], [0.51, -0.46, -3.70], [0.80, -0.59, -2.33], [-2.07, 0.43, -1.88], [4.02, -2.29, -0.46], [2.46, -3.12, -0.65], [2.86, -2.37, 0.90], [3.96, 0.28, -0.47], [3.09, -0.05, 1.04], [2.00, 1.57, -1.31], [2.67, 2.25, 0.18], [0.55, 3.39, 0.12], [-0.95, 2.48, 0.42], [-0.17, 2.38, -1.15], [1.34, 3.34, 1.96], [1.66, 3.35, 4.39], [1.44, 1.21, 5.66], [0.90, -0.87, 4.46], [4.11, -1.46, -2.67], [3.53, -1.22, -5.08], [1.23, -0.59, -5.72], [-0.50, -0.21, -4.01], [-2.69, 0.76, 2.62], [-2.99, 0.10, 1.33], [-2.14, -0.37, 0.50], [-2.85, -0.80, -0.71], [-4.27, -0.63, -0.37], [-4.28, 0.00, 0.85], [-5.53, -0.99, -1.00], [-5.47, -1.83, -2.03], [-6.58, -0.54, -0.57], [-2.34, -2.14, -1.25], [-3.12, -2.84, -1.90], [-1.10, -2.35, -1.03], [-1.70, 0.48, 2.95], [-3.42, 0.46, 3.38], [-2.74, 1.84, 2.51], [-5.14, 0.27, 1.31], [-4.58, -2.30, -2.02]], "nbo_charge": [1.1574, -0.4092, -0.4824, -0.2248, -0.2190, -0.5117, -0.3911, 0.1628, -0.2474, -0.2615, -0.2111, -0.2316, -0.1873, -0.2158, 0.1703, -0.2785, -0.2331, -0.2298, -0.2040, -0.4150, -0.2980, 0.1651, 0.2178, 0.2228, 0.1853, 0.2164, 0.2289, 0.1881, 0.1669, 0.2209, 0.2370, 0.2056, 0.2042, 0.2041, 0.2170, 0.1996, 0.1970, 0.1987, 0.2227, -0.6624, 0.4486, -0.4991, -0.1441, 0.0627, -0.5419, 0.7154, -0.6925, -0.6545, 0.8086, -0.6858, -0.7464, 0.2609, 0.2209, 0.2280, 0.4332, 0.5113], "e_tot_ha": -3112.67712, "gap_ev": [6.609, 7.326], "charge": -1, "relative_energy_kcal_mol": 62.9, "homo_ev": [-4.1, -4.8], "s2": 3.79, "multiplicity": 4}